1.
DFT (ωB97M-V/def2-TZVPD) results for a molecular structure, CN3O4S at a distorted geometry.

Computed properties:
LUMO level (eV): 3.5
Charge: -1
Frontier orbital gap (eV): 9.47
Energy relative to the best compared isomer or geometry (same formula, charge and spin) (kcal per mole): 40.6

Last column: natural (NBO) charge in e.
Positions of all 9 atoms, in Å:
C (-2.2731, 0.6919, 0.4047)  0.425
N (-3.3197, 1.0700, 0.7091)  -0.462
N (-1.0126, 0.3139, 0.2228)  -0.446
N (-0.5756, -0.7255, -0.3813)  0.618
O (-1.3566, -1.6392, -0.7322)  -0.471
O (2.0830, 1.2542, 0.8413)  -0.915
O (0.6766, -0.7998, -0.6441)  -0.542
O (3.3453, -0.5926, -0.0809)  -0.919
S (2.4326, 0.4272, -0.3394)  1.711

=====

2.
DFT (ωB97M-V/def2-TZVPD) results for a molecular structure, C48H51F2GeN7Pt at a distorted geometry.

Computed properties:
LUMO level (alpha / beta) (eV): -2.0 / -5.1
Charge: +1
Frontier orbital gap (alpha / beta) (eV): 7.24 / 4.75
2S+1: 4
Energy relative to the best compared isomer or geometry (same formula, charge and spin) (kcal per mole): 16.7

Last column: Löwdin spin population.
Positions of all 110 atoms, in Å:
Pt (-0.5369, 0.2690, 1.0737)  1.366
F (-1.6236, 5.4673, 0.6836)  0.004
C (-1.3830, 4.4804, 1.5665)  0.009
C (-1.2202, 3.1880, 1.1020)  0.035
C (-0.9743, 2.1499, 1.9879)  0.267
C (-0.9039, 2.4083, 3.3685)  0.035
C (-1.0278, 3.7406, 3.7854)  0.009
F (-0.8747, 4.0850, 5.0817)  0.005
C (-1.2727, 4.7819, 2.9106)  -0.008
C (-0.7269, 1.2681, 4.2803)  0.012
C (-0.8167, 1.3511, 5.6709)  0.001
C (-0.6458, 0.2130, 6.4378)  0.000
C (-0.3948, -0.9946, 5.8095)  0.001
C (-0.3223, -0.9953, 4.4267)  0.009
N (-0.4862, 0.0884, 3.6872)  0.108
H (-1.2996, 3.0104, 0.0395)  0.003
H (-1.3748, 5.7903, 3.2764)  -0.001
H (-1.0213, 2.2868, 6.1565)  0.000
H (-0.7082, 0.2759, 7.5121)  0.000
H (-0.2598, -1.9055, 6.3676)  0.000
H (-0.1121, -1.9075, 3.8908)  0.001
C (-3.2862, -1.1091, -2.6372)  0.002
N (-3.7907, -0.8190, -1.3184)  0.023
C (-5.1236, -1.3294, -1.0838)  0.002
C (-3.1558, -0.0839, -0.3810)  0.023
N (-2.0884, 0.6546, -0.5602)  0.144
C (-1.7802, 1.2255, -1.7847)  0.000
C (-2.8291, 1.7822, -2.5077)  0.021
C (-2.6881, 2.1046, -3.8562)  -0.002
C (-1.5239, 1.7912, -4.5019)  0.017
C (-0.3901, 1.3857, -3.7665)  -0.001
C (0.8268, 1.1611, -4.4422)  0.014
C (1.9756, 0.9150, -3.7448)  -0.002
C (1.9572, 0.9937, -2.3542)  0.018
C (0.7808, 1.1951, -1.6436)  0.004
N (0.8925, 1.4568, -0.2824)  0.159
C (1.7127, 2.3757, 0.1639)  0.012
N (2.1540, 3.4103, -0.6185)  0.009
C (1.3698, 4.0008, -1.6706)  0.001
C (3.5525, 3.7742, -0.6525)  0.001
N (2.1575, 2.4179, 1.4435)  -0.002
C (2.1894, 1.3012, 2.3588)  0.027
C (2.4181, 3.6817, 2.0984)  0.000
C (-0.4628, 1.2476, -2.3483)  0.007
N (-3.7375, -0.1782, 0.8869)  0.006
C (-3.8815, 1.0480, 1.6469)  0.007
C (-3.3203, -1.3172, 1.6776)  0.036
H (-3.7093, -0.4297, -3.3841)  0.001
H (-3.5682, -2.1324, -2.8919)  0.001
H (-2.2018, -1.0387, -2.6682)  0.000
H (-5.7486, -1.0968, -1.9479)  0.000
H (-5.5427, -0.8634, -0.1952)  0.000
H (-5.1070, -2.4131, -0.9523)  0.001
H (-3.7907, 1.8943, -2.0248)  0.001
H (-3.5259, 2.5223, -4.3925)  0.000
H (-1.4394, 1.8900, -5.5731)  0.001
H (0.8346, 1.2099, -5.5189)  0.001
H (2.9097, 0.7357, -4.2536)  0.000
H (2.8836, 0.9502, -1.8037)  0.001
H (0.3176, 3.7788, -1.5292)  0.000
H (1.6813, 3.6569, -2.6606)  0.000
H (1.5052, 5.0828, -1.6196)  0.000
H (4.1183, 3.1812, 0.0613)  0.000
H (3.6902, 4.8342, -0.4246)  0.001
H (3.9470, 3.5919, -1.6574)  0.000
H (3.2200, 0.9618, 2.5095)  0.001
H (1.5759, 0.4693, 1.9906)  0.023
H (1.7917, 1.6143, 3.3246)  0.000
H (2.2809, 4.5115, 1.4135)  0.000
H (3.4325, 3.7108, 2.5048)  0.000
H (1.7097, 3.7983, 2.9245)  0.000
H (-3.8845, 1.8977, 0.9698)  0.000
H (-3.0799, 1.1787, 2.3775)  0.005
H (-4.8372, 1.0165, 2.1747)  0.001
H (-3.3166, -2.2119, 1.0577)  0.000
H (-4.0034, -1.4551, 2.5152)  0.002
H (-2.3009, -1.1472, 2.0837)  0.026
C (0.0557, -3.4668, 1.7574)  0.054
Ge (0.4014, -1.9820, 0.4307)  0.288
C (-0.4612, -2.6155, -1.2605)  0.077
C (-1.4741, -3.5677, -1.2852)  0.021
C (-1.8759, -4.1289, -2.4845)  0.002
C (-1.2961, -3.7248, -3.6755)  0.018
C (-0.2981, -2.7646, -3.6625)  0.001
C (0.1060, -2.2061, -2.4645)  0.021
C (2.3637, -2.1046, -0.0678)  0.043
C (3.1896, -1.0160, 0.0171)  0.002
C (4.5613, -1.0928, -0.2614)  0.000
C (5.1256, -2.2933, -0.5735)  -0.001
C (4.3255, -3.4489, -0.6686)  0.002
C (4.8905, -4.7038, -0.9766)  0.000
C (4.1091, -5.8153, -1.1049)  0.000
C (2.7183, -5.7095, -0.9731)  0.000
C (2.1457, -4.5082, -0.6671)  0.003
C (2.9193, -3.3502, -0.4631)  0.009
H (0.0717, -4.4308, 1.2609)  0.008
H (-0.9108, -3.3652, 2.2442)  0.001
H (0.8365, -3.4731, 2.5135)  0.000
H (-1.9208, -3.9126, -0.3612)  0.001
H (-2.6339, -4.8969, -2.4905)  0.000
H (-1.6264, -4.1485, -4.6118)  0.001
H (0.1762, -2.4606, -4.5844)  0.000
H (0.8876, -1.4569, -2.4619)  0.001
H (2.7898, -0.0584, 0.3023)  0.001
H (5.1608, -0.1950, -0.2078)  0.000
H (6.1867, -2.3690, -0.7525)  0.000
H (5.9628, -4.7698, -1.0932)  0.000
H (4.5532, -6.7726, -1.3245)  0.000
H (2.1013, -6.5840, -1.1162)  0.000
H (1.0742, -4.4444, -0.5796)  0.001

=====

Number 1 is which compound?
CN3O4S

=====

Which of these has the lowest charge?
CN3O4S

=====

Which value of charge does entry 1 give?
-1